(a)
# C6H13NO3S

One molecule with the formula C6H13NO3S (ωB97M-V with the def2-TZVPD basis set, the OMol25 dataset).

For the gap between HOMO and LUMO, the calculation gives 10.54 eV. As for the LUMO energy: 0.69 eV. The SMILES is C/C=C/[C@@](N)(CC)S(=O)(=O)O. The HOMO energy comes out at -9.85 eV.

Structure (ORCA input):
```
! RIJCOSX wB97M-V def2-TZVPD def2/J DEFGRID3
* xyz 0 1
C 1.454 -1.756 -2.294
C 0.477 -1.051 -1.325
C 0.749 0.068 -0.699
C -0.103 0.857 0.140
N -0.048 2.260 -0.234
C -1.823 0.383 0.198
C -2.023 -0.879 0.935
S 0.427 0.717 1.872
O 0.825 -0.582 2.308
O -0.268 1.543 2.832
O 1.931 1.552 1.532
H 0.853 -2.616 -2.902
H 2.218 -2.298 -1.689
H 1.898 -1.154 -2.964
H -0.453 -1.560 -1.137
H 1.673 0.498 -1.005
H 0.891 2.489 -0.225
H -0.540 2.738 0.475
H -2.283 1.276 0.554
H -2.068 0.298 -0.944
H -1.139 -1.091 1.516
H -2.765 -0.851 1.741
H -2.263 -1.701 0.229
H 2.379 0.862 1.086
*
```


(b)
# C6H13NO3S

C6H13NO3S as an isolated structure (ωB97M-V with the def2-TZVPD basis set, the OMol25 dataset).

For the gap between HOMO and LUMO, the calculation gives 8.97 eV. As for the LUMO energy: 0.27 eV. The HOMO energy comes out at -8.70 eV.

Structure (ORCA input):
```
! RIJCOSX wB97M-V def2-TZVPD def2/J DEFGRID3
* xyz 0 1
N -2.670 -1.058 0.994
H -2.208 -1.771 1.540
H -3.082 -1.452 0.156
C -1.582 -0.315 0.298
C -0.824 -1.147 -0.946
H -0.517 -0.313 -1.437
H -1.582 -1.790 -1.171
S 0.543 -1.920 -0.294
C 1.887 -0.769 -0.603
C 1.898 0.456 0.274
C 3.008 1.608 0.032
O 4.162 1.026 0.466
H 4.519 -0.090 0.040
H 2.921 2.466 0.524
H 3.164 1.551 -1.197
H 0.890 1.023 0.129
H 1.855 0.115 1.403
H 2.788 -1.426 -0.156
H 2.055 -0.497 -1.647
H -0.979 0.034 1.254
C -2.263 1.054 -0.270
O -1.744 1.870 -0.782
O -3.408 1.454 0.391
H -3.731 0.636 1.082
*
```


So which one is most stable? That would be (a), about 0.1029 hartree below the next structure.


(a)
# H3N3O3S

A 2-piece molecular cluster, H3N3O3S overall (ωB97M-V with the def2-TZVPD basis set, the OMol25 dataset).

For the gap between HOMO and LUMO, the calculation gives 8.89 eV. As for the LUMO energy: -0.69 eV. The HOMO energy comes out at -9.58 eV.

Structure (ORCA input):
```
! RIJCOSX wB97M-V def2-TZVPD def2/J DEFGRID3
* xyz 0 1
N 1.493 -0.377 -0.039
N 0.800 -0.064 0.829
N -1.986 -1.325 0.483
O 2.519 0.604 -0.690
O -1.210 -1.857 -0.243
O -2.108 -0.109 0.527
S -1.260 1.157 -0.425
H 1.389 -1.146 -0.764
H 2.462 1.299 -0.131
H -2.098 1.817 0.453
*
```


(b)
# H3N3O3S

H3N3O3S as an isolated structure (ωB97M-V with the def2-TZVPD basis set, the OMol25 dataset).

For the gap between HOMO and LUMO, the calculation gives 9.20 eV. As for the LUMO energy: 0.42 eV. The HOMO energy comes out at -8.78 eV.

Structure (ORCA input):
```
! RIJCOSX wB97M-V def2-TZVPD def2/J DEFGRID3
* xyz 0 1
N -0.741 1.666 0.594
N -0.917 1.647 -0.579
N 0.638 0.984 -1.242
O 1.197 -0.563 0.489
O 1.479 0.681 -0.352
O 0.361 0.149 -2.261
S -0.532 -1.270 -1.994
H -1.492 1.997 1.202
H 1.704 -0.355 1.280
H 0.486 -2.012 -1.515
*
```


So which one is most stable? That would be (a), about 0.0507 hartree below the next structure.


(a)
# C6H41NO13

A 14-piece molecular cluster, C6H41NO13 overall (ωB97M-V with the def2-TZVPD basis set, the OMol25 dataset).

For the gap between HOMO and LUMO, the calculation gives 8.18 eV. As for the LUMO energy: -0.43 eV. The HOMO energy comes out at -8.61 eV.

Structure (ORCA input):
```
! RIJCOSX wB97M-V def2-TZVPD def2/J DEFGRID3
* xyz 0 1
C 1.382 -0.662 2.551
C 0.774 -0.610 1.109
N 1.734 -1.009 0.013
C 3.165 -0.646 0.338
C 1.555 1.191 -1.283
C 1.300 -0.308 -1.216
C 1.761 -0.978 -2.508
H 1.854 0.275 2.711
H 0.554 -0.917 3.234
H 2.086 -1.501 2.541
H -0.128 -1.250 1.108
H 0.476 0.417 0.882
H 3.636 -0.592 -0.634
H 3.145 0.230 0.993
H 3.664 -1.471 0.869
H 2.529 1.410 -1.834
H 0.691 1.800 -1.593
H 1.651 1.603 -0.248
H 0.204 -0.455 -1.095
H 1.204 -0.632 -3.362
H 2.797 -0.666 -2.692
H 1.815 -2.098 -2.465
H -1.773 1.564 3.943
H -2.026 2.983 4.259
O -1.663 2.441 3.543
H 0.831 -2.891 0.401
H -0.124 -3.918 0.134
O 0.540 -3.729 0.821
H -1.546 -0.185 -2.200
H -2.873 0.579 -1.955
O -2.116 0.516 -2.555
H 3.195 3.342 -0.355
H 2.827 3.258 1.126
O 3.509 3.578 0.524
H -0.046 3.192 2.921
H 0.989 4.351 2.522
O 0.753 3.417 2.410
H -2.154 1.664 -3.801
H -1.862 3.021 -4.330
O -2.557 2.350 -4.382
H 3.989 -2.087 -2.088
H 4.043 -3.136 -0.907
O 4.559 -2.572 -1.493
H -0.874 -3.128 -2.020
H -1.834 -2.537 -0.895
O -0.935 -2.849 -1.105
H -1.156 3.521 0.038
H -0.095 2.770 1.034
O -0.699 2.703 0.263
H -2.505 1.926 0.855
H -3.432 2.230 2.006
O -3.446 1.992 1.071
H -1.897 -3.728 2.729
H -0.568 -3.469 1.941
O -1.358 -3.011 2.383
H -5.337 0.081 -0.512
H -3.888 0.495 -0.038
O -4.398 -0.120 -0.588
H -3.890 -1.792 -0.953
H -4.389 -3.214 -1.278
O -3.646 -2.738 -0.887
*
```


(b)
# C6H41NO13

A 14-piece molecular cluster, C6H41NO13 overall (ωB97M-V with the def2-TZVPD basis set, the OMol25 dataset).

For the gap between HOMO and LUMO, the calculation gives 9.72 eV. As for the LUMO energy: 0.28 eV. The HOMO energy comes out at -9.44 eV.

Structure (ORCA input):
```
! RIJCOSX wB97M-V def2-TZVPD def2/J DEFGRID3
* xyz 0 1
C 1.019 -1.628 1.866
N 1.501 -0.279 1.601
C 1.151 0.094 0.226
C 1.621 1.629 -0.011
C 1.086 2.223 -1.326
C 3.134 1.668 -0.052
C 2.095 -2.532 2.528
H 0.697 -2.261 1.005
H 0.292 -1.625 2.763
H 2.484 -0.144 1.718
H 1.582 -0.621 -0.437
H 0.065 0.091 0.068
H 1.216 2.144 0.871
H 0.089 1.979 -1.494
H 1.087 3.315 -1.407
H 1.769 1.836 -2.092
H 3.548 2.628 0.268
H 3.609 1.593 -1.081
H 3.507 0.752 0.394
H 3.121 -2.146 2.418
H 2.075 -3.591 2.265
H 2.132 -2.401 3.653
H -0.403 -1.804 -4.530
H -0.377 -2.056 -3.025
O -0.388 -1.349 -3.696
H 0.099 1.017 3.106
H -0.442 2.479 3.402
O -0.578 1.683 2.912
H -0.878 0.091 -2.526
H -2.454 0.232 -2.401
O -1.614 0.578 -2.153
H -1.166 1.989 0.279
H -1.924 1.085 -0.612
O -1.999 1.514 0.273
H -3.361 1.222 3.488
H -2.280 0.706 2.513
O -3.006 0.418 3.117
H 3.503 1.216 3.023
H 4.376 2.116 2.256
O 4.116 1.925 3.154
H 2.397 -0.211 -2.426
H 3.138 -1.429 -2.907
O 3.155 -0.475 -2.947
H -0.011 -4.077 -1.676
H 0.233 -2.751 -1.021
O 0.281 -3.175 -1.908
H -1.564 -2.525 0.913
H -2.414 -2.020 -0.089
O -1.478 -2.351 -0.058
H -2.815 3.396 -2.090
H -3.137 3.622 -0.670
O -3.570 3.254 -1.470
H -4.338 1.555 -2.228
H -3.902 0.452 -1.245
O -4.621 0.718 -1.824
H -3.416 -0.854 1.651
H -4.593 -1.423 0.707
O -3.737 -1.595 1.134
H 4.297 -2.324 -0.476
H 3.410 -1.072 -0.644
O 3.403 -2.014 -0.566
*
```


So which one is most stable? That would be (a), about 0.0310 hartree below the next structure.


(a)
# C2H9O3

A 3-piece molecular cluster, C2H9O3 overall (ωB97M-V with the def2-TZVPD basis set, the OMol25 dataset).

For the gap between HOMO and LUMO, the calculation gives 8.49 eV. As for the LUMO energy: 4.18 eV. The HOMO energy comes out at -4.31 eV.

Structure (ORCA input):
```
! RIJCOSX wB97M-V def2-TZVPD def2/J DEFGRID3
* xyz -1 1
C 1.620 -0.074 0.577
O 1.005 -0.768 -0.450
C 1.041 -0.453 1.970
H 1.332 1.007 0.297
H 2.769 -0.304 0.500
H 0.327 -1.254 2.015
H 0.556 0.413 2.293
H 1.798 -0.787 2.801
H -2.508 0.483 -2.030
H -2.668 -0.109 -3.135
O -2.993 0.704 -2.866
H -1.034 1.113 -0.322
H -0.013 -0.412 -0.692
O -1.234 0.442 -0.959
*
```


(b)
# C2H9O3

A 3-piece molecular cluster, C2H9O3 overall (ωB97M-V with the def2-TZVPD basis set, the OMol25 dataset).

For the gap between HOMO and LUMO, the calculation gives 7.90 eV. As for the LUMO energy: 4.39 eV. The HOMO energy comes out at -3.51 eV.

Structure (ORCA input):
```
! RIJCOSX wB97M-V def2-TZVPD def2/J DEFGRID3
* xyz -1 1
C 0.187 -1.111 -0.249
O -0.718 -0.061 -0.196
C 0.935 -1.299 1.096
H 0.887 -0.752 -1.052
H -0.273 -2.059 -0.536
H 0.490 -1.743 1.986
H 1.188 -0.293 1.467
H 1.903 -1.780 0.917
H -0.806 1.375 -2.675
H -1.474 0.754 -1.362
O -1.661 1.102 -2.306
H -0.611 2.292 1.571
H -0.065 1.325 0.484
O 0.016 2.250 0.856
*
```


So which one is most stable? That would be (b), about 0.0304 hartree below the next structure.


(a)
# C4H10O3S

A 2-piece molecular cluster, C4H10O3S overall (ωB97M-V with the def2-TZVPD basis set, the OMol25 dataset).

For the gap between HOMO and LUMO, the calculation gives 9.13 eV. As for the LUMO energy: 0.30 eV. The SMILES is O=C(O)CCCS.O. The HOMO energy comes out at -8.83 eV.

Structure (ORCA input):
```
! RIJCOSX wB97M-V def2-TZVPD def2/J DEFGRID3
* xyz 0 1
O 2.711 0.777 1.559
C 1.781 0.222 1.097
O 0.591 0.069 1.774
C 1.547 0.170 -0.432
C 0.466 -0.998 -0.644
C -0.866 -0.321 -1.121
S -2.243 -1.452 -1.688
H 0.464 0.000 2.707
H 1.135 1.137 -0.710
H 2.364 0.005 -1.227
H 0.303 -1.663 0.314
H 0.922 -1.793 -1.269
H -1.422 0.438 -0.397
H -0.777 0.358 -2.001
H -2.260 -2.317 -0.639
O -0.917 2.568 0.917
H -1.311 3.259 1.385
H -0.183 2.046 1.436
*
```


(b)
# C4H10O3S

A 2-piece molecular cluster, C4H10O3S overall (ωB97M-V with the def2-TZVPD basis set, the OMol25 dataset).

For the gap between HOMO and LUMO, the calculation gives 9.77 eV. As for the LUMO energy: 0.69 eV. The SMILES is O=COCCCS.O. The HOMO energy comes out at -9.08 eV.

Structure (ORCA input):
```
! RIJCOSX wB97M-V def2-TZVPD def2/J DEFGRID3
* xyz 0 1
O -0.001 2.461 0.365
C 0.507 1.956 1.373
O 0.899 0.641 1.540
C 0.785 -0.151 0.429
C -0.296 -1.194 0.688
C -0.280 -2.214 -0.450
S -1.738 -3.248 -0.515
H 0.622 2.485 2.340
H 1.827 -0.494 0.275
H 0.459 0.359 -0.498
H -1.236 -0.609 0.708
H -0.123 -1.588 1.707
H 0.620 -2.858 -0.446
H -0.323 -1.703 -1.432
H -2.694 -2.323 -0.284
O 0.376 2.517 -2.183
H 0.138 3.443 -2.415
H 0.457 2.521 -1.202
*
```


So which one is most stable? That would be (b), about 0.0296 hartree below the next structure.


(a)
# C11H14N2O3

One molecule with the formula C11H14N2O3 (ωB97M-V with the def2-TZVPD basis set, the OMol25 dataset).

For the gap between HOMO and LUMO, the calculation gives 9.83 eV. As for the LUMO energy: 0.47 eV. The SMILES is N[C@@H](Cc1ccccc1)C(=O)NCC(=O)O. The HOMO energy comes out at -9.36 eV.

Structure (ORCA input):
```
! RIJCOSX wB97M-V def2-TZVPD def2/J DEFGRID3
* xyz 0 1
N 0.580 -0.152 1.287
C 0.815 0.545 0.103
C -0.546 0.951 -0.479
C -1.787 0.237 -0.278
C -2.078 -1.129 -0.614
C -3.297 -1.765 -0.461
C -4.359 -0.958 -0.012
C -4.135 0.404 0.260
C -2.888 0.945 0.270
C 1.836 1.672 -0.153
O 1.553 2.831 -0.106
N 3.139 1.312 -0.115
C 3.833 0.034 -0.513
C 3.405 -1.476 -0.051
O 3.946 -2.527 -0.486
O 2.737 -1.566 1.151
H 0.127 -0.973 0.933
H 0.423 0.272 2.180
H 1.096 -0.213 -0.655
H -0.421 1.282 -1.456
H -0.639 2.015 -0.034
H -1.365 -1.772 -1.113
H -3.471 -2.836 -0.579
H -5.182 -1.512 0.171
H -4.910 1.042 0.541
H -2.754 1.895 0.954
H 3.798 2.020 -0.104
H 3.933 0.034 -1.587
H 4.844 0.404 -0.227
H 1.766 -1.018 1.171
*
```


(b)
# C11H14N2O3

C11H14N2O3 as an isolated structure (ωB97M-V with the def2-TZVPD basis set, the OMol25 dataset).

For the gap between HOMO and LUMO, the calculation gives 9.38 eV. As for the LUMO energy: -0.07 eV. The HOMO energy comes out at -9.45 eV.

Structure (ORCA input):
```
! RIJCOSX wB97M-V def2-TZVPD def2/J DEFGRID3
* xyz 0 1
C -0.232 0.272 -0.514
C 0.314 0.730 -1.844
C 0.306 1.103 0.752
C -0.441 0.726 2.191
C -1.871 0.560 2.220
C 0.284 0.049 3.102
C -2.430 -0.235 3.285
C -0.452 -0.695 4.197
C -1.838 -0.768 4.281
C 0.695 0.143 -4.182
C 2.201 -0.260 -4.658
H -1.038 -1.624 0.043
H 0.856 -1.127 0.941
H -1.286 0.137 -0.455
H 1.444 0.882 1.105
H 0.204 2.164 0.353
H -2.607 1.295 1.564
H 1.458 0.046 2.889
H -3.497 -0.350 3.544
H 0.350 -1.223 4.908
H -2.314 -0.873 5.272
H 0.291 -1.266 -2.582
H -0.138 -0.331 -4.921
H 0.523 1.288 -3.955
H 2.653 -0.071 -2.712
N 0.158 -1.146 -0.267
N 0.554 -0.330 -2.735
O 0.203 1.840 -2.412
O 2.556 -0.626 -5.767
O 3.093 -0.311 -3.642
*
```


So which one is most stable? That would be (a), about 0.1571 hartree below the next structure.


(a)
# C4H15N2O2

A 3-piece molecular cluster, C4H15N2O2 overall (ωB97M-V with the def2-TZVPD basis set, the OMol25 dataset).

For the gap between HOMO and LUMO, the calculation gives 9.43 eV. As for the LUMO energy: -2.98 eV. The HOMO energy comes out at -12.40 eV.

Structure (ORCA input):
```
! RIJCOSX wB97M-V def2-TZVPD def2/J DEFGRID3
* xyz 1 1
C 1.960 1.528 1.118
C 1.094 0.631 1.988
C 0.175 -0.283 1.234
C 0.596 -0.973 0.204
N -0.300 -1.862 -0.542
N 1.118 2.484 0.421
H 2.580 0.939 0.440
H 2.746 1.979 1.715
H 0.522 1.292 2.636
H 1.683 0.118 2.751
H -0.883 -0.204 1.480
H 1.628 -1.005 -0.100
H -0.312 -1.605 -1.535
H 0.066 -2.815 -0.536
H -1.286 -1.822 -0.200
H 0.441 2.918 1.036
H 1.674 3.254 0.072
H -1.699 0.660 -3.266
H -0.470 -0.190 -3.375
O -1.391 -0.237 -3.083
H -3.710 -2.277 -0.753
H -3.290 -0.836 -0.990
O -2.941 -1.693 -0.715
*
```


(b)
# C4H15N2O2

A 3-piece molecular cluster, C4H15N2O2 overall (ωB97M-V with the def2-TZVPD basis set, the OMol25 dataset).

For the gap between HOMO and LUMO, the calculation gives 8.76 eV. As for the LUMO energy: -2.97 eV. The HOMO energy comes out at -11.73 eV.

Structure (ORCA input):
```
! RIJCOSX wB97M-V def2-TZVPD def2/J DEFGRID3
* xyz 1 1
C -2.619 1.740 -0.135
C -1.217 1.753 -0.937
C -0.699 0.390 -0.712
C 0.621 0.072 -0.890
N 1.051 -1.384 -0.503
N -2.866 2.897 0.718
H -2.564 0.950 0.563
H -3.416 1.446 -0.851
H -0.616 2.493 -0.435
H -1.193 2.134 -1.913
H -1.483 -0.225 -0.033
H 1.511 0.730 -1.206
H 0.658 -1.608 0.457
H 0.938 -2.276 -1.012
H 2.071 -1.281 -0.307
H -2.969 3.837 0.242
H -3.417 2.648 1.444
H -0.074 -4.065 1.126
H 0.782 -3.558 2.266
O 0.393 -3.228 1.438
H 4.759 -1.700 0.342
H 4.654 -0.228 -0.080
O 4.175 -0.973 0.303
*
```


So which one is most stable? That would be (a), about 0.0589 hartree below the next structure.


(a)
# C2H14N2O3

A 4-piece molecular cluster, C2H14N2O3 overall (ωB97M-V with the def2-TZVPD basis set, the OMol25 dataset).

For the gap between HOMO and LUMO, the calculation gives 8.92 eV. As for the LUMO energy: 0.27 eV. The SMILES is CNCN.O.O.O. The HOMO energy comes out at -8.65 eV.

Structure (ORCA input):
```
! RIJCOSX wB97M-V def2-TZVPD def2/J DEFGRID3
* xyz 0 1
C 2.392 0.035 1.671
N 1.052 -0.498 1.473
C 0.408 -0.099 0.238
N -1.026 0.015 0.441
H 2.937 -0.521 2.437
H 2.410 1.101 1.876
H 2.939 -0.269 0.758
H 0.420 -0.409 2.246
H 0.839 0.837 -0.173
H 0.589 -0.859 -0.505
H -1.279 0.725 1.112
H -1.487 0.101 -0.449
O -4.366 2.490 -2.995
H -4.205 3.376 -3.328
H -3.930 2.443 -2.132
O -4.685 -2.689 -2.312
H -4.953 -1.761 -2.279
H -3.771 -2.587 -2.614
O 6.520 0.300 2.018
H 5.928 -0.468 2.039
H 6.214 0.805 2.782
*
```


(b)
# C2H14N2O3

A 4-piece molecular cluster, C2H14N2O3 overall (ωB97M-V with the def2-TZVPD basis set, the OMol25 dataset).

For the gap between HOMO and LUMO, the calculation gives 10.33 eV. As for the LUMO energy: 0.78 eV. The SMILES is NCCN.O.O.O. The HOMO energy comes out at -9.55 eV.

Structure (ORCA input):
```
! RIJCOSX wB97M-V def2-TZVPD def2/J DEFGRID3
* xyz 0 1
N -3.009 -0.847 -3.011
C -2.318 -0.159 -1.915
C -2.089 -1.151 -0.782
N -1.297 -0.482 0.280
H -3.103 -0.250 -3.812
H -2.438 -1.624 -3.321
H -1.388 0.343 -2.209
H -2.961 0.630 -1.511
H -1.484 -2.003 -1.072
H -3.057 -1.402 -0.392
H -1.095 -1.122 1.040
H -1.756 0.326 0.683
O 0.888 1.713 -0.363
H 0.223 1.013 -0.356
H 0.449 2.565 -0.451
O 1.749 2.514 3.279
H 2.517 2.298 3.820
H 1.901 2.011 2.469
O 4.725 -1.873 1.665
H 4.436 -2.733 2.012
H 5.601 -1.845 2.081
*
```


So which one is most stable? That would be (b), about 0.0246 hartree below the next structure.